# 1
A molecular structure, C24H22IN7O4S3W, computed with wB97M-V/def2-TZVPD.

The HOMO energy (spin up / spin down) is -0.491 / -0.492 hartree. The net charge is +2. The multiplicity is 3. The calculation puts the largest force on an atom at 0.031 Eh/bohr.

Structure (XYZ):
```
62
Properties=species:S:1:pos:R:3:forces:R:3:mulliken_charge:R:1
W -0.05270 0.69680 0.58770 0.35 -0.42 -0.43 1.38
C -0.86760 -7.51940 -1.88050 -0.01 -0.15 -0.01 -1.43
C -0.94310 -6.07660 -1.51790 -0.01 0.30 0.02 0.93
C -1.30180 -5.10910 -2.45700 0.00 0.01 0.12 -0.81
C -1.40540 -3.77370 -2.10400 -0.11 0.16 -0.13 -0.29
C -1.15430 -3.41650 -0.79070 0.04 0.72 0.16 -0.06
C -0.76270 -4.34710 0.16100 -0.06 -0.12 0.15 -0.49
C -0.66260 -5.67320 -0.20860 -0.03 0.21 0.01 -0.89
S -1.11500 -1.72060 -0.31390 0.49 0.03 -0.12 1.50
O -1.86210 -1.35600 0.87810 -0.12 -0.48 -0.12 -0.59
O -1.28560 -0.78890 -1.41770 -0.33 -0.74 -0.23 -0.50
N 0.43600 -1.41170 0.22610 -1.26 0.61 0.20 -0.18
C 1.40700 -1.11440 -0.70400 0.59 0.51 -0.71 0.29
C 1.94790 -1.91480 -1.70200 0.05 0.17 0.20 -0.77
C 2.87320 -1.33840 -2.55460 -0.23 0.08 0.24 -0.43
C 3.23410 -0.00140 -2.38830 -0.07 0.11 0.30 -0.68
C 2.66120 0.73630 -1.37290 0.15 0.35 -0.13 -0.43
N 1.75390 0.19650 -0.54200 -0.55 -0.90 0.19 -0.03
H -1.12800 -7.68030 -2.92240 0.02 -0.07 -0.04 0.37
H -1.55750 -8.08670 -1.25600 -0.03 -0.07 -0.03 0.37
H 0.13020 -7.91780 -1.69540 0.02 0.00 -0.04 0.35
H -1.50590 -5.40590 -3.47450 -0.04 -0.02 -0.09 0.36
H -1.67760 -3.01540 -2.82270 -0.04 0.01 -0.12 0.51
H -0.55080 -4.01370 1.16480 0.06 -0.12 0.19 0.52
H -0.36590 -6.41110 0.52070 0.02 -0.07 0.10 0.44
H 1.63760 -2.94270 -1.79720 -0.05 -0.11 0.00 0.55
H 3.30280 -1.91720 -3.35690 0.07 -0.08 -0.07 0.49
H 3.95610 0.45620 -3.04390 0.07 0.10 -0.01 0.46
H 2.90160 1.78140 -1.22220 -0.03 -0.04 0.00 0.50
N 1.86930 7.02290 2.31850 0.26 0.24 0.05 -0.45
C 0.94620 6.08000 2.08470 -0.50 -0.37 -0.14 1.06
C 1.32690 4.73440 1.86510 -0.04 -0.22 -0.02 -1.33
C 0.37150 3.77560 1.62560 0.26 -0.52 -0.09 -0.12
C -0.97670 4.11340 1.60460 -0.64 -0.53 -0.21 0.05
C -1.37320 5.43240 1.79940 -0.02 -0.14 -0.07 -0.62
C -0.42580 6.40180 2.03000 0.10 -0.07 0.03 -0.79
S -2.13150 2.79830 1.36480 1.43 0.06 0.32 1.17
O -1.75550 1.73650 2.32020 0.26 -0.19 -0.39 -0.68
O -3.47900 3.21140 1.26310 0.08 0.07 -0.28 -0.64
N -1.49170 2.00200 0.05530 -0.19 -0.48 1.06 -0.22
C -1.42660 2.26300 -1.27530 0.50 0.41 -1.46 0.40
S -2.56600 2.97490 -2.33900 0.40 -0.38 0.09 -0.03
C -1.50290 2.57390 -3.63960 0.00 0.01 0.25 -0.43
C -0.38780 1.94560 -3.19220 -0.22 -0.01 -0.34 -0.60
N -0.32810 1.78810 -1.84290 -0.73 0.32 1.39 -0.10
H 2.84830 6.79790 2.36120 -0.07 0.05 0.01 0.20
H 1.60280 7.98260 2.45920 0.05 -0.06 0.01 0.21
H 2.37420 4.47820 1.89380 0.12 -0.09 -0.03 0.36
H 0.68150 2.69520 1.44790 0.01 1.21 0.32 0.67
H -2.42400 5.67150 1.76270 -0.13 0.13 0.05 0.53
H -0.73130 7.42500 2.18110 -0.07 0.12 0.02 0.36
H -1.74990 2.84350 -4.64640 -0.04 0.10 -0.21 0.48
H 0.41950 1.59660 -3.80720 0.14 -0.04 -0.16 0.44
I 2.51110 -2.68600 5.08250 -0.25 0.32 -0.23 0.21
C 1.21790 -1.44390 4.03020 0.43 -0.04 -0.12 -0.87
C -0.14050 -1.27410 4.26220 0.32 0.23 -0.49 -0.14
N -0.59440 -0.42390 3.33850 -0.50 -0.13 0.34 0.08
N 0.39030 -0.00790 2.52030 0.03 0.27 0.20 0.23
C 1.50880 -0.63220 2.93200 0.05 -0.13 0.41 -0.17
H -0.76720 -1.71010 5.01630 -0.20 0.05 0.09 0.51
H -1.53420 -0.04370 3.22350 0.32 -0.13 0.02 0.19
H 2.45750 -0.46780 2.43970 -0.14 -0.06 0.00 0.59
```
Positions in Å, forces in eV/Å.

=====

# 2
A molecular structure, C24H22IrN5O5Se, computed with wB97M-V/def2-TZVPD.

The HOMO energy (spin up / spin down) is -0.414 / -0.410 hartree. The net charge is +1. The multiplicity is 6. The calculation puts the largest force on an atom at 0.053 Eh/bohr.

Structure (XYZ):
```
58
Properties=species:S:1:pos:R:3:forces:R:3:mulliken_charge:R:1
Ir 0.18613 -0.70046 -0.77376 -0.51 0.66 1.39 1.61
O 2.52093 -3.53796 -3.29546 0.32 -0.09 -0.10 -0.44
C 1.99683 -2.64916 -2.48976 -0.84 0.08 -0.10 0.43
O 0.79393 -2.41966 -2.42956 0.31 -0.15 0.43 -0.53
C 2.96123 -1.93866 -1.62716 1.08 0.11 -0.06 0.13
C 4.31523 -1.94046 -1.90306 -0.83 -0.29 -0.06 -0.43
C 5.16573 -1.28276 -1.01966 -0.12 0.33 0.50 -0.66
C 4.62943 -0.71386 0.10744 0.07 -0.24 -0.31 -0.59
C 3.23463 -0.76886 0.34174 0.35 -0.03 0.09 0.32
N 2.41493 -1.31926 -0.55506 -0.51 0.34 -0.12 -0.23
C 1.59653 0.32024 1.93634 0.84 0.05 1.77 0.65
O 1.84293 1.67584 1.71324 -0.14 0.27 -0.33 -0.53
O 0.55403 -0.10946 1.30444 -1.28 -0.69 -2.28 -1.08
H 1.86393 -3.93336 -3.89406 -0.09 0.23 0.17 0.44
H 4.68443 -2.45466 -2.77206 0.03 -0.08 -0.13 0.54
H 6.22693 -1.23586 -1.20856 0.09 -0.01 0.00 0.46
H 5.23493 -0.23586 0.85834 0.08 0.08 0.06 0.51
H 2.47393 1.98534 2.37454 0.01 -0.02 -0.03 0.33
N -9.72277 -0.43286 -0.13246 -0.36 0.04 0.03 -0.45
C -8.58227 -0.54026 -0.15856 -0.49 0.06 0.06 -0.04
C -7.17547 -0.67376 -0.21606 1.09 -0.15 -0.07 0.57
C -6.60367 -1.95106 -0.29126 -0.26 0.33 0.00 -0.56
C -5.23927 -2.09246 -0.41206 0.37 0.34 -0.01 -0.71
C -4.42207 -0.94966 -0.46476 -1.19 0.13 0.15 0.50
C -5.00137 0.32974 -0.35116 0.29 -0.42 -0.10 -0.43
C -6.36307 0.46774 -0.22766 -0.34 -0.24 0.01 -0.66
C -3.03397 -1.03536 -0.64396 1.35 -0.02 -0.22 2.39
C -1.81467 -1.00276 -0.79066 0.52 0.01 -0.01 -2.56
H -7.24897 -2.81606 -0.26556 -0.01 -0.07 -0.01 0.47
H -4.79077 -3.07306 -0.47916 0.01 -0.02 -0.01 0.47
H -4.35497 1.19494 -0.37436 -0.02 0.07 -0.01 0.48
H -6.81577 1.44624 -0.15476 -0.01 0.01 0.00 0.46
C -0.83737 2.58424 0.16274 -0.02 -0.09 0.10 -1.04
C 0.36563 2.50064 -0.69156 -0.30 0.06 0.13 0.29
N 0.80113 1.43124 -1.33566 -0.28 -0.61 0.46 0.29
C 1.89603 1.81284 -2.06176 0.43 0.37 -0.19 -0.44
C 2.12503 3.13644 -1.85076 0.30 -0.42 -0.34 -0.88
N 1.15023 3.55054 -0.98766 -0.24 -0.11 0.08 0.01
H -1.25427 1.58634 0.29834 -0.03 0.15 0.05 -0.04
H -1.57587 3.23134 -0.30906 -0.11 0.01 0.01 0.49
H -0.58117 2.99254 1.13794 -0.01 -0.02 0.08 0.31
H 2.41813 1.12614 -2.69686 0.18 -0.12 -0.10 0.45
H 2.87453 3.79634 -2.23666 0.11 0.10 -0.07 0.44
H 1.03283 4.48604 -0.63466 -0.04 -0.04 0.02 0.21
Se -1.06667 -0.18776 -3.68586 -0.56 0.30 0.30 0.17
C 0.31813 -0.86946 -4.57486 -0.06 0.12 -0.33 0.41
N 1.21853 -1.30786 -5.14506 0.56 -0.23 -0.33 -0.47
C 0.72323 1.11284 4.18244 -0.08 -0.30 -0.14 -1.34
C 1.45023 -0.02386 3.47074 0.29 0.19 -0.56 0.39
C 2.77883 -0.31826 4.14984 -0.25 -0.14 0.00 -1.40
O 2.87593 -0.33276 1.52904 0.03 -0.26 -0.31 -0.19
H 0.36313 0.76694 5.14784 -0.01 0.02 0.11 0.46
H -0.13007 1.44744 3.59974 -0.12 0.12 0.00 0.31
H 1.39463 1.95244 4.35704 -0.02 0.13 0.03 0.32
H 0.82313 -0.91806 3.48074 0.07 0.03 0.02 0.32
H 3.44683 0.53694 4.07744 0.19 0.11 0.07 0.29
H 3.26773 -1.18076 3.71004 0.10 -0.05 0.05 0.32
H 2.59373 -0.52476 5.20074 0.08 0.04 0.15 0.47
```
Positions in Å, forces in eV/Å.

=====

# 3
A molecular structure, C24H22MgN3O4S, computed with wB97M-V/def2-TZVPD.

The HOMO energy is -0.432 hartree. The net charge is +1. The calculation puts the largest force on an atom at 0.012 Eh/bohr.

Structure (XYZ):
```
55
Properties=species:S:1:pos:R:3:forces:R:3:mulliken_charge:R:1
Mg 1.65427 0.37371 0.60510 0.28 -0.06 0.37 1.33
C 3.19460 -1.90060 2.02599 0.07 0.05 0.05 -0.36
C 2.77016 -1.05958 3.04632 -0.05 0.02 -0.08 -0.55
C 3.03642 0.30651 2.98111 0.00 -0.01 0.03 -0.22
C 3.75327 0.82353 1.90662 0.18 0.00 0.04 -0.69
C 4.18788 -0.02567 0.88202 -0.01 0.03 0.03 -0.34
C 3.90000 -1.38647 0.93868 -0.11 0.02 -0.02 -0.44
H 2.98325 -2.95885 2.07745 0.03 0.00 0.02 0.70
H 2.21655 -1.45951 3.88507 0.01 -0.01 0.02 0.43
H 2.68692 0.96514 3.76437 0.01 0.00 0.00 0.40
H 3.96737 1.88252 1.85502 -0.01 -0.02 -0.02 0.34
H 4.74685 0.37756 0.04758 -0.03 0.01 0.00 0.39
H 4.22090 -2.03999 0.13850 0.02 -0.01 0.01 0.40
O 2.13571 2.22088 -0.17561 0.09 -0.02 -0.04 -0.68
C 1.59726 1.82971 -1.23364 -0.07 -0.29 -0.35 1.31
N 1.29606 0.51141 -1.37335 -0.29 0.51 -0.08 -0.19
S 0.19570 0.30231 -2.59114 0.26 0.09 0.02 1.06
O -1.13163 0.26326 -2.03683 0.00 -0.13 0.01 -0.59
O 0.62002 -0.73992 -3.47031 -0.08 -0.09 -0.01 -0.65
C 0.44918 1.91111 -3.27080 -0.09 0.06 -0.20 0.22
C -0.04657 2.43027 -4.44540 0.04 0.10 0.00 -0.63
C 0.25151 3.76317 -4.71618 -0.02 -0.02 -0.02 -0.53
C 0.99915 4.53413 -3.83035 0.01 -0.04 0.04 -0.59
C 1.48024 3.99324 -2.64309 -0.03 0.04 -0.06 -0.55
C 1.19652 2.66576 -2.38671 0.08 -0.12 0.10 -0.02
H -0.63322 1.83362 -5.12943 -0.01 -0.02 -0.01 0.47
H -0.10656 4.20696 -5.63498 0.00 0.02 -0.01 0.42
H 1.21025 5.56576 -4.07411 0.00 0.02 0.00 0.41
H 2.06205 4.57846 -1.94500 0.02 0.01 0.01 0.53
C -3.99744 -1.83564 1.51494 0.10 0.00 0.00 -1.04
N -3.11676 -0.67944 1.40505 -0.01 -0.03 0.04 0.02
N -1.74459 -0.82060 1.35875 -0.26 -0.21 -0.13 0.56
C -1.17905 0.38741 1.64434 0.12 0.16 -0.06 0.50
O 0.06660 0.59432 1.56490 0.02 -0.12 0.29 -1.08
C -2.21930 1.27003 1.97493 -0.13 0.00 0.03 -1.38
C -3.39227 0.56881 1.83044 -0.07 0.04 0.05 0.95
C -4.79162 0.98018 2.12501 0.05 0.03 -0.05 -1.52
C -1.13366 -1.88086 0.62643 0.07 0.04 0.07 -0.31
C -0.01981 -2.49885 1.17600 0.07 0.01 0.03 -0.30
C 0.62702 -3.49372 0.45560 -0.04 0.00 -0.08 -0.66
C 0.14660 -3.87869 -0.78846 -0.04 0.03 0.04 -0.67
C -0.98151 -3.26412 -1.31563 0.03 -0.03 0.01 -0.67
C -1.62289 -2.25608 -0.61493 0.00 -0.02 -0.02 0.37
H -3.39947 -2.73947 1.43657 -0.03 0.02 -0.01 0.37
H -4.72598 -1.82499 0.70743 -0.03 -0.02 0.00 0.36
H -4.50553 -1.82878 2.47763 -0.02 -0.02 0.01 0.38
H -2.10153 2.29966 2.25723 -0.01 0.03 0.00 0.45
H -4.83228 2.05307 2.29136 0.00 0.00 0.00 0.38
H -5.16136 0.48274 3.02302 0.00 -0.02 0.01 0.32
H -5.45859 0.73008 1.30075 -0.01 -0.01 -0.01 0.34
H 0.32520 -2.20107 2.15891 -0.06 -0.04 -0.03 0.69
H 1.49753 -3.98069 0.87241 -0.03 -0.05 -0.02 0.41
H 0.64668 -4.65871 -1.34537 0.01 0.00 -0.01 0.44
H -1.35062 -3.55094 -2.29013 0.00 0.00 -0.01 0.40
H -2.46946 -1.74204 -1.04410 -0.03 0.04 -0.01 0.31
```
Positions in Å, forces in eV/Å.

=====

# 4
2 unconnected molecules or ions with the total composition C24H22N2O3, computed with wB97M-V/def2-TZVPD.

The HOMO energy is -0.290 hartree. The calculation puts the largest force on an atom at 0.352 Eh/bohr.

Structure (XYZ):
```
51
Properties=species:S:1:pos:R:3:forces:R:3:mulliken_charge:R:1
C -2.36575 -5.40716 -0.05943 -1.17 0.48 -2.90 -0.82
H -1.47388 -6.01698 0.31577 -1.65 0.66 -0.10 0.32
O -2.28095 -4.00714 0.34516 -9.26 -8.79 1.46 -0.42
C -1.28518 -3.34868 0.19409 4.29 -3.86 -3.90 0.95
C -1.39617 -2.21514 0.62631 -3.60 15.81 8.03 0.16
C -0.42494 -1.24433 0.71941 0.45 -2.72 -1.00 -0.55
C 0.70790 -1.65837 0.17032 4.82 3.19 -5.28 -0.03
C 0.86743 -2.79250 -0.64365 -7.61 0.90 4.98 -1.45
C -0.22364 -3.67303 -0.52393 6.12 -2.97 -2.93 -0.73
H -0.03004 -4.72750 -0.86884 -0.63 1.24 0.05 0.22
H 1.74066 -2.91714 -0.99550 5.94 -1.53 -3.13 0.82
C 1.85547 -0.52844 -0.18152 3.85 -10.33 6.20 0.60
N 3.07223 -1.20499 0.36005 -2.53 7.23 -2.00 -0.54
C 4.16321 -0.11331 0.50054 -2.54 -3.97 -2.86 0.00
C 5.32273 -0.65252 0.92925 -0.39 -4.53 4.53 -0.12
C 6.36171 0.15765 1.19980 6.99 -1.65 0.22 -0.42
C 6.41300 1.30119 0.55925 -1.50 7.27 -1.99 -0.47
C 5.17897 1.85322 -0.00158 10.94 4.74 0.92 0.08
C 4.19514 1.18754 -0.17622 -12.96 -9.95 1.97 -0.17
C 2.83253 1.56485 -0.64049 -0.07 3.59 -4.53 0.13
O 2.64778 2.58350 -1.40105 0.57 -2.90 3.09 -0.67
N 1.70892 0.67227 -0.57324 2.46 4.03 -1.11 0.30
C 0.63403 1.04848 -1.42278 -2.19 -2.28 -1.20 -1.00
H -0.01455 0.08688 -1.49161 0.97 1.88 0.05 0.47
C -0.24628 2.12042 -0.98030 -0.46 -12.31 8.68 -1.26
O -1.48263 1.49419 -0.83275 -2.07 -1.49 -1.41 -0.40
C -2.54315 1.93041 -0.13216 1.64 8.09 1.31 0.83
C -2.33581 3.44156 0.56976 -10.70 -8.36 -0.32 -1.14
C -3.52358 3.81285 1.38474 9.65 3.73 -2.17 -0.26
C -4.65817 3.22354 1.29103 -7.23 0.50 2.63 -0.51
C -4.85977 2.21073 0.43540 -0.77 -4.63 -2.50 -0.42
C -3.85130 1.48730 -0.32046 1.04 5.88 4.65 0.71
C -3.96376 0.30341 -0.97998 -6.10 -3.61 -3.93 -0.89
H -5.02059 -0.26356 -0.90471 2.29 1.27 0.24 0.31
H -3.85103 0.40750 -2.05082 0.24 0.07 -0.52 0.29
H -3.22687 -0.28563 -0.65735 2.67 -2.99 1.01 -0.01
H -5.82014 1.64574 0.26846 0.58 1.21 0.67 0.24
H -5.52728 3.72538 2.00962 1.90 -1.76 -2.25 0.14
H -3.30933 4.80096 1.85420 -0.76 -1.00 0.25 0.29
H -1.52225 3.88560 0.74603 6.56 3.19 0.88 0.62
H 0.15643 1.94716 0.47123 -0.70 1.31 -3.03 0.27
H -0.29278 3.01618 -0.95352 0.05 11.47 -1.27 1.36
H 0.87419 1.31659 -2.39947 1.65 -0.18 -1.80 0.42
H 5.09552 2.74437 -0.50638 0.88 2.71 -0.65 0.52
H 7.14474 2.16043 0.45965 0.07 -1.94 0.81 0.29
H 7.50658 -0.21243 1.52065 -3.51 0.53 -0.23 0.21
H 5.43979 -1.73119 1.53663 -1.05 2.70 -2.25 0.21
H -0.31654 -0.32829 1.15917 -1.27 2.31 1.33 0.82
H -2.29606 -1.67059 1.19924 0.98 -2.59 -1.42 0.19
H -3.51715 -5.77102 0.15091 3.44 0.82 -0.11 0.23
H -2.25940 -5.35993 -1.27899 -0.28 -0.50 2.84 0.31
```
Positions in Å, forces in eV/Å.